A cluster of 6 separate species, C29H58BO11P in total in a non-equilibrium geometry. Source: the Open Molecules 2025 dataset; level of theory: ωB97M-V with the def2-TZVPD basis set.

Summary:
* max |F|: 4.888 eV Å⁻¹
* energy relative to the best compared isomer or geometry (same formula, charge and spin): 0.000 eV
* HOMO-LUMO gap: 8.50 eV
* E_HOMO: -8.2 eV
* total energy: -63500.3088 eV
* SMILES: CCP(C)[C@H](CCOC=O)OC(=O)CB(O)O.C1CCOC1.C1CCOC1.C1CCOC1.C1CCOC1.C1CCOC1

Each line ends with the Mulliken charge.
CARTESIAN COORDINATES (ANGSTROEM)
C 2.675 3.807 2.003  -1.444
C 3.075 2.385 1.567  -0.126
P 2.445 1.934 -0.116  0.199
C 3.958 1.974 -1.161  -1.204
C 1.848 0.176 0.116  0.109
C 2.932 -0.915 0.214  -0.309
C 3.222 -1.250 1.664  -0.579
O 4.279 -2.227 1.728  -0.085
C 4.460 -2.557 3.047  -0.075
O 4.059 -3.542 3.479  -0.431
O 0.947 -0.270 -0.904  -0.457
C 0.032 0.653 -1.318  0.540
O 0.079 1.051 -2.397  -0.555
C -1.069 1.099 -0.396  -0.613
B -1.695 -0.033 0.523  0.561
O -3.064 -0.262 0.510  -0.543
O -0.932 -0.799 1.382  -0.490
H 2.629 4.471 1.149  0.394
H 3.390 4.147 2.738  0.407
H 1.705 3.757 2.484  0.315
H 4.164 2.351 1.524  0.075
H 2.786 1.661 2.323  0.422
H 4.732 1.273 -0.860  0.247
H 4.386 2.963 -1.019  0.408
H 3.731 1.890 -2.212  0.363
H 1.346 0.170 1.088  0.442
H 3.857 -0.644 -0.286  0.089
H 2.546 -1.788 -0.299  0.129
H 2.315 -1.661 2.103  0.320
H 3.549 -0.335 2.159  0.217
H 5.047 -1.845 3.643  0.417
H -1.858 1.490 -1.017  0.289
H -0.733 1.904 0.260  0.309
H -3.511 0.365 1.092  0.282
H -1.343 -0.715 2.253  0.279
C 8.563 0.510 1.272  -0.573
C 9.098 1.918 1.508  -0.572
C 7.823 2.682 1.837  -0.411
O 6.942 1.749 2.474  -0.392
C 7.454 0.426 2.308  0.230
H 9.311 -0.272 1.388  0.380
H 8.143 0.435 0.266  0.236
H 9.772 1.924 2.368  0.257
H 9.632 2.333 0.655  0.348
H 7.335 3.048 0.927  0.219
H 7.994 3.528 2.502  0.338
H 7.843 0.087 3.276  0.263
H 6.643 -0.241 2.007  -0.305
C 5.198 -5.026 -2.464  -0.531
C 5.652 -4.783 -1.029  -0.710
C 5.782 -3.269 -0.998  0.310
O 4.813 -2.755 -1.918  -0.340
C 4.293 -3.827 -2.710  -0.468
H 4.689 -5.977 -2.610  0.346
H 6.058 -4.992 -3.138  0.252
H 4.875 -5.106 -0.332  0.268
H 6.578 -5.294 -0.767  0.404
H 6.775 -2.947 -1.336  0.232
H 5.600 -2.852 -0.009  -0.256
H 3.268 -4.030 -2.380  0.262
H 4.266 -3.524 -3.757  0.284
C -6.800 3.697 1.463  -0.581
C -7.834 2.683 1.938  -0.554
C -7.003 1.415 2.045  -0.147
O -5.667 1.828 2.378  -0.413
C -5.556 3.247 2.213  -0.385
H -7.069 4.731 1.673  0.346
H -6.647 3.595 0.386  0.266
H -8.210 2.969 2.924  0.297
H -8.685 2.575 1.268  0.316
H -6.966 0.882 1.089  0.181
H -7.374 0.731 2.806  0.153
H -5.505 3.703 3.207  0.276
H -4.634 3.479 1.677  0.243
C -1.849 0.057 -6.760  -0.610
C -1.374 0.464 -5.370  -0.275
C -1.369 1.980 -5.476  -0.316
O -2.407 2.328 -6.403  -0.430
C -2.858 1.151 -7.077  -0.434
H -2.281 -0.943 -6.803  0.335
H -1.015 0.099 -7.466  0.285
H -2.099 0.143 -4.619  0.171
H -0.402 0.057 -5.098  0.314
H -0.417 2.347 -5.876  0.240
H -1.554 2.469 -4.521  0.188
H -3.852 0.896 -6.692  0.262
H -2.942 1.354 -8.145  0.284
C -10.772 -2.844 2.625  -0.561
C -9.625 -3.464 1.838  -0.549
C -8.947 -2.234 1.254  -0.409
O -9.154 -1.171 2.191  -0.315
C -10.130 -1.572 3.158  -0.474
H -11.162 -3.484 3.414  0.329
H -11.595 -2.594 1.950  0.266
H -8.944 -3.981 2.518  0.275
H -9.946 -4.173 1.075  0.334
H -9.402 -1.943 0.301  0.275
H -7.877 -2.376 1.098  0.265
H -9.614 -1.757 4.107  0.281
H -10.848 -0.765 3.305  0.295